Entry 1:
{
  "formula": "C20H46AsN3RuSSi3",
  "method": "ωB97M-V/def2-TZVPD",
  "total_charge": 3,
  "multiplicity": 2,
  "lumo_ev": [-9.87, -11.28],
  "e_above_lowest_kj_mol": 42.1,
  "homo_ev": [-17.67, -17.73],
  "species": ["Ru", "C", "C", "C", "C", "C", "C", "C", "C", "C", "C", "H", "H", "H", "H", "H", "H", "H", "H", "H", "H", "H", "H", "H", "H", "N", "N", "C", "N", "S", "H", "H", "H", "H", "H", "C", "Si", "C", "C", "As", "Si", "C", "C", "C", "Si", "C", "C", "C", "H", "H", "H", "H", "H", "H", "H", "H", "H", "H", "H", "H", "H", "H", "H", "H", "H", "H", "H", "H", "H", "H", "H", "H", "H", "H", "H"],
  "coordinates": [[0.28, -0.17, 0.25], [3.63, -0.60, 3.74], [3.54, -0.67, 2.21], [4.85, -0.20, 1.57], [2.35, 0.12, 1.70], [1.15, 0.26, 2.46], [0.20, 1.22, 2.12], [0.40, 2.14, 1.06], [-0.51, 3.32, 0.86], [1.48, 1.88, 0.23], [2.40, 0.85, 0.50], [4.53, -1.12, 4.07], [2.79, -1.08, 4.25], [3.70, 0.43, 4.09], [3.40, -1.72, 1.93], [5.00, 0.87, 1.73], [4.91, -0.41, 0.51], [5.68, -0.71, 2.04], [1.00, -0.33, 3.35], [-0.68, 1.31, 2.74], [-1.36, 3.06, 0.22], [0.03, 4.14, 0.39], [-0.91, 3.67, 1.81], [1.64, 2.51, -0.64], [3.25, 0.72, -0.15], [0.12, 0.01, -1.85], [-1.21, 0.03, -2.35], [-2.23, 0.23, -1.53], [-3.44, 0.42, -2.01], [-1.96, 0.19, 0.17], [0.55, 0.90, -2.10], [0.61, -0.73, -2.36], [-1.30, 0.07, -3.36], [-3.63, 0.49, -3.00], [-4.23, 0.51, -1.39], [3.49, -3.10, -0.02], [2.03, -3.82, 0.89], [1.88, -3.54, 2.73], [1.98, -5.65, 0.58], [0.07, -2.67, -0.03], [-1.79, -3.37, 1.41], [-1.48, -5.15, 1.84], [-3.38, -3.25, 0.45], [-1.75, -2.29, 2.93], [-0.27, -3.48, -2.30], [-2.05, -3.29, -2.84], [0.16, -5.29, -2.29], [0.94, -2.59, -3.45], [4.42, -3.35, 0.51], [3.47, -2.02, -0.16], [3.56, -3.56, -1.00], [2.85, -3.65, 3.21], [1.23, -4.32, 3.14], [1.46, -2.58, 3.02], [2.84, -6.04, 1.14], [2.13, -5.93, -0.46], [1.10, -6.15, 0.97], [-1.30, -5.78, 0.97], [-2.39, -5.53, 2.32], [-0.67, -5.28, 2.55], [-3.43, -3.99, -0.34], [-3.60, -2.27, 0.04], [-4.19, -3.49, 1.16], [-0.94, -2.60, 3.60], [-2.69, -2.42, 3.46], [-1.64, -1.22, 2.73], [-2.62, -4.17, -2.52], [-2.08, -3.28, -3.93], [-2.59, -2.42, -2.47], [-0.29, -5.84, -1.47], [1.24, -5.45, -2.28], [-0.23, -5.71, -3.22], [0.51, -1.77, -4.03], [1.25, -3.33, -4.20], [1.87, -2.28, -2.96]],
  "mulliken_spin": [0.811, 0.002, -0.013, 0.002, 0.006, 0.068, -0.035, 0.001, -0.008, 0.027, -0.013, 0.000, 0.000, 0.000, -0.001, -0.002, 0.000, 0.001, 0.013, -0.006, 0.000, -0.001, 0.001, 0.000, -0.002, -0.022, 0.014, 0.012, 0.017, 0.069, 0.002, 0.002, -0.001, -0.001, 0.000, 0.004, 0.008, 0.000, -0.003, -0.019, 0.033, 0.003, 0.016, 0.008, 0.007, 0.000, -0.003, -0.001, 0.000, 0.006, -0.001, 0.000, 0.000, 0.001, 0.000, 0.000, 0.000, 0.000, 0.001, 0.000, -0.003, -0.005, 0.004, 0.001, 0.000, 0.001, 0.001, 0.000, 0.000, 0.000, 0.000, 0.000, -0.001, 0.000, 0.000]
}

Entry 2:
{
  "formula": "C54H115F24N10O25S8",
  "method": "ωB97M-V/def2-TZVPD",
  "total_charge": 1,
  "lumo_ev": -2.59,
  "homo_ev": -9.46,
  "species": ["C", "C", "N", "C", "C", "C", "C", "C", "O", "C", "H", "H", "H", "H", "H", "H", "H", "H", "H", "H", "H", "H", "H", "H", "H", "H", "H", "H", "H", "H", "C", "C", "N", "C", "C", "C", "C", "C", "O", "C", "H", "H", "H", "H", "H", "H", "H", "H", "H", "H", "H", "H", "H", "H", "H", "H", "H", "H", "H", "H", "C", "C", "N", "C", "C", "C", "C", "C", "O", "C", "H", "H", "H", "H", "H", "H", "H", "H", "H", "H", "H", "H", "H", "H", "H", "H", "H", "H", "H", "H", "C", "C", "N", "C", "C", "C", "C", "C", "O", "C", "H", "H", "H", "H", "H", "H", "H", "H", "H", "H", "H", "H", "H", "H", "H", "H", "H", "H", "H", "H", "C", "C", "N", "C", "C", "C", "C", "C", "O", "C", "H", "H", "H", "H", "H", "H", "H", "H", "H", "H", "H", "H", "H", "H", "H", "H", "H", "H", "H", "H", "C", "N", "C", "C", "C", "C", "O", "H", "H", "H", "H", "H", "H", "H", "H", "H", "H", "H", "H", "H", "H", "O", "C", "O", "O", "H", "C", "F", "F", "F", "S", "O", "O", "N", "S", "O", "O", "C", "F", "F", "F", "C", "F", "F", "F", "S", "O", "O", "N", "S", "O", "O", "C", "F", "F", "F", "C", "F", "F", "F", "S", "O", "O", "N", "S", "O", "O", "C", "F", "F", "F", "C", "F", "F", "F", "S", "O", "O", "N", "S", "O", "O", "C", "F", "F", "F"],
  "coordinates": [[-5.11, -7.38, -2.17], [-6.14, -6.88, -1.21], [-6.36, -5.28, -1.23], [-6.73, -5.01, -2.75], [-7.58, -4.75, -0.39], [-7.69, -5.21, 1.08], [-5.06, -4.46, -1.00], [-4.58, -4.24, 0.43], [-4.47, -5.49, 1.10], [-4.23, -5.45, 2.52], [-4.10, -7.34, -1.76], [-5.07, -7.00, -3.19], [-5.31, -8.45, -2.28], [-5.96, -7.24, -0.20], [-7.16, -7.22, -1.37], [-7.60, -5.64, -2.98], [-5.85, -5.00, -3.39], [-7.19, -4.02, -2.78], [-8.53, -4.91, -0.90], [-7.30, -3.70, -0.39], [-7.80, -6.29, 1.13], [-8.66, -4.85, 1.42], [-6.89, -5.06, 1.80], [-5.30, -3.47, -1.40], [-4.28, -4.92, -1.60], [-5.26, -3.57, 0.95], [-3.74, -3.56, 0.29], [-4.71, -4.73, 3.18], [-3.16, -5.32, 2.69], [-4.40, -6.45, 2.90], [-5.65, 4.26, -1.69], [-4.65, 4.97, -2.63], [-3.33, 4.12, -2.92], [-3.79, 2.77, -3.61], [-2.43, 5.00, -3.88], [-1.06, 4.49, -4.26], [-2.57, 3.88, -1.58], [-2.19, 5.18, -0.84], [-3.32, 5.70, -0.12], [-3.15, 6.92, 0.67], [-6.14, 3.36, -2.05], [-6.36, 4.97, -1.26], [-5.10, 3.96, -0.80], [-4.35, 5.98, -2.32], [-5.18, 4.95, -3.58], [-2.86, 2.40, -4.03], [-4.67, 2.89, -4.25], [-4.16, 2.11, -2.83], [-2.35, 6.01, -3.48], [-3.18, 4.89, -4.67], [-0.80, 4.85, -5.25], [-1.05, 3.40, -4.32], [-0.30, 4.80, -3.54], [-1.63, 3.45, -1.93], [-3.06, 3.13, -0.96], [-1.61, 5.92, -1.41], [-1.47, 4.85, -0.08], [-4.10, 7.20, 1.13], [-2.94, 7.79, 0.05], [-2.47, 6.76, 1.50], [5.78, 0.67, -7.27], [5.27, 1.13, -5.93], [4.35, 0.14, -5.16], [5.15, -1.28, -5.19], [4.28, 0.62, -3.68], [3.62, 2.04, -3.52], [3.01, -0.08, -5.91], [1.86, -0.67, -5.13], [2.24, -1.96, -4.75], [1.10, -2.75, -4.42], [6.43, -0.20, -7.21], [6.42, 1.42, -7.74], [5.01, 0.44, -8.01], [4.71, 2.05, -6.11], [6.10, 1.26, -5.24], [5.10, -1.75, -6.17], [4.74, -1.92, -4.41], [6.20, -1.04, -5.08], [5.29, 0.66, -3.28], [3.69, -0.15, -3.17], [2.61, 1.92, -3.92], [4.24, 2.87, -3.87], [3.39, 2.37, -2.51], [3.25, -0.62, -6.83], [2.80, 0.97, -6.15], [1.07, -0.78, -5.87], [1.55, -0.03, -4.31], [1.34, -3.81, -4.32], [0.45, -2.66, -5.29], [0.60, -2.50, -3.49], [-0.74, -8.73, -0.67], [-0.87, -7.26, -1.22], [0.40, -6.29, -0.94], [0.18, -4.99, -1.72], [0.34, -6.09, 0.60], [-1.01, -5.52, 1.02], [1.72, -6.98, -1.39], [3.03, -6.19, -1.20], [2.93, -4.92, -1.81], [3.35, -3.77, -1.02], [0.18, -9.29, -0.83], [-1.55, -9.30, -1.11], [-0.89, -8.75, 0.41], [-1.86, -6.87, -0.98], [-0.87, -7.28, -2.31], [0.87, -4.36, -1.14], [-0.83, -4.66, -1.48], [0.46, -5.17, -2.75], [1.19, -5.50, 0.92], [0.39, -7.13, 0.94], [-1.94, -6.09, 1.06], [-1.28, -4.53, 0.66], [-0.91, -5.45, 2.10], [1.42, -7.29, -2.39], [1.81, -7.94, -0.88], [3.95, -6.73, -1.43], [3.16, -6.06, -0.13], [2.90, -3.68, -0.03], [3.22, -2.88, -1.64], [4.38, -3.92, -0.71], [-1.50, 0.56, 3.95], [-3.02, 1.02, 3.89], [-3.48, 1.82, 2.67], [-3.56, 0.90, 1.42], [-5.01, 2.14, 2.97], [-5.80, 2.85, 1.87], [-2.72, 3.04, 2.26], [-2.37, 3.99, 3.38], [-3.45, 4.44, 4.19], [-3.21, 5.34, 5.26], [-1.22, 0.40, 4.99], [-0.76, 1.26, 3.55], [-1.45, -0.32, 3.31], [-3.31, 1.66, 4.73], [-3.68, 0.16, 3.92], [-3.83, 1.49, 0.55], [-4.13, -0.03, 1.51], [-2.55, 0.52, 1.25], [-5.00, 2.68, 3.92], [-5.46, 1.15, 2.98], [-6.79, 2.81, 2.34], [-5.87, 2.32, 0.92], [-5.62, 3.91, 1.69], [-3.30, 3.68, 1.60], [-1.80, 2.72, 1.77], [-1.90, 4.90, 3.00], [-1.78, 3.45, 4.13], [-3.57, 4.77, 6.11], [-3.81, 6.23, 5.08], [-2.19, 5.72, 5.30], [6.77, 0.84, 2.33], [5.47, 0.13, 2.17], [4.79, 0.61, 0.84], [5.89, -1.35, 2.01], [4.54, 0.31, 3.37], [4.19, 1.75, 3.91], [5.23, 2.37, 4.53], [6.69, 1.93, 2.29], [7.47, 0.57, 1.54], [7.14, 0.66, 3.34], [5.44, 0.51, -0.03], [4.40, 1.63, 0.91], [3.97, -0.09, 0.73], [6.47, -1.67, 2.88], [6.44, -1.36, 1.07], [5.01, -2.00, 2.05], [4.85, -0.42, 4.12], [3.58, -0.04, 2.99], [3.38, 1.64, 4.62], [3.92, 2.41, 3.08], [4.89, 3.17, 4.94], [-5.62, 0.05, -2.53], [-6.19, -0.70, -1.61], [-5.48, -0.81, -0.55], [-7.33, -1.24, -1.92], [-4.91, 0.00, -1.88], [5.50, 5.74, -3.01], [5.94, 5.55, -4.24], [5.56, 4.61, -2.33], [6.27, 6.63, -2.37], [3.66, 6.48, -3.04], [3.68, 7.53, -4.02], [2.79, 5.36, -3.32], [3.56, 7.20, -1.48], [2.21, 6.68, -0.95], [1.09, 7.08, -1.78], [2.23, 5.31, -0.43], [1.91, 7.73, 0.69], [1.83, 9.00, 0.35], [0.72, 7.38, 1.17], [2.97, 7.52, 1.52], [5.98, -5.01, 2.65], [5.82, -4.58, 1.42], [6.67, -6.21, 2.65], [6.65, -4.10, 3.35], [4.25, -5.33, 3.43], [3.69, -6.48, 2.68], [4.56, -5.59, 4.81], [3.52, -3.78, 3.04], [2.29, -3.79, 3.99], [1.52, -5.02, 3.99], [2.46, -3.16, 5.31], [1.20, -2.52, 3.02], [0.02, -2.57, 3.58], [1.58, -1.28, 3.18], [1.12, -2.87, 1.73], [-1.03, -1.47, -0.93], [0.07, -1.69, -0.27], [-1.15, -2.24, -1.99], [-2.05, -1.66, -0.12], [-1.15, 0.41, -1.49], [-0.39, 0.46, -2.72], [-2.59, 0.70, -1.69], [-0.61, 1.24, -0.09], [0.73, 1.74, -0.50], [1.67, 0.70, -0.82], [0.58, 2.84, -1.48], [1.36, 2.49, 1.26], [1.52, 1.50, 2.15], [2.54, 3.03, 1.10], [0.49, 3.42, 1.70], [1.67, 4.99, 4.48], [2.15, 6.23, 4.30], [0.35, 5.05, 4.39], [2.07, 4.23, 3.52], [2.39, 4.31, 6.16], [1.79, 5.22, 7.11], [1.93, 2.94, 6.22], [4.12, 4.43, 5.86], [4.66, 5.12, 7.13], [4.16, 6.49, 7.40], [4.75, 4.26, 8.34], [6.52, 5.52, 6.62], [7.16, 5.92, 7.71], [7.07, 4.44, 6.17], [6.54, 6.47, 5.72]],
  "lowdin_charge": [-0.078, -0.140, -0.181, 0.025, -0.106, -0.047, -0.071, -0.197, -0.201, -0.073, 0.061, 0.082, 0.096, 0.116, 0.124, 0.107, 0.098, 0.095, 0.133, 0.114, 0.073, 0.093, 0.062, 0.123, 0.121, 0.123, 0.113, 0.100, 0.065, 0.098, -0.054, -0.121, -0.203, 0.049, -0.136, -0.043, -0.070, -0.148, -0.233, -0.043, 0.084, 0.094, 0.037, 0.122, 0.113, 0.091, 0.109, 0.060, 0.127, 0.119, 0.095, 0.071, 0.082, 0.089, 0.102, 0.126, 0.122, 0.085, 0.094, 0.078, -0.074, -0.160, -0.201, 0.050, -0.119, -0.028, -0.068, -0.201, -0.183, -0.074, 0.074, 0.097, 0.085, 0.129, 0.130, 0.095, 0.089, 0.094, 0.120, 0.110, 0.076, 0.066, 0.079, 0.133, 0.135, 0.135, 0.114, 0.080, 0.097, 0.074, -0.046, -0.118, -0.218, 0.022, -0.105, -0.066, -0.050, -0.170, -0.220, -0.040, 0.077, 0.084, 0.078, 0.094, 0.114, 0.089, 0.087, 0.102, 0.119, 0.125, 0.064, 0.077, 0.090, 0.131, 0.122, 0.142, 0.108, 0.071, 0.090, 0.081, -0.012, -0.117, -0.212, 0.000, -0.122, -0.054, -0.092, -0.186, -0.225, -0.056, 0.095, 0.061, 0.058, 0.119, 0.123, 0.082, 0.100, 0.058, 0.119, 0.123, 0.092, 0.075, 0.079, 0.117, 0.106, 0.125, 0.121, 0.097, 0.088, 0.092, -0.016, -0.308, 0.041, 0.005, -0.042, -0.254, -0.063, 0.112, 0.103, 0.117, 0.096, 0.092, 0.090, 0.102, 0.103, 0.068, 0.145, 0.097, 0.119, 0.102, 0.005, 0.077, -0.811, -0.095, -0.085, 0.030, -0.655, 0.141, 0.122, 0.132, 0.659, -0.293, -0.339, -0.284, 0.537, -0.346, -0.350, -0.635, 0.144, 0.125, 0.115, -0.646, 0.121, 0.111, 0.142, 0.687, -0.335, -0.270, -0.305, 0.530, -0.325, -0.292, -0.696, 0.139, 0.154, 0.093, -0.684, 0.158, 0.146, 0.133, 0.713, -0.314, -0.321, -0.283, 0.509, -0.329, -0.311, -0.608, 0.119, 0.136, 0.119, -0.683, 0.145, 0.132, 0.153, 0.704, -0.291, -0.315, -0.310, 0.606, -0.337, -0.325, -0.710, 0.151, 0.162, 0.153]
}